(1)
This record from OMol25 describes one molecule with the formula C13H18N4S in a non-equilibrium geometry. The level of theory is ωB97M-V/def2-TZVPD.

Geometry (Å):
C1 -1.47154 1.80216 -2.14914
N1 -1.17052 0.84763 -1.12015
C2 -1.09384 1.34351 0.29908
C3 0.11277 1.19589 1.12630
C4 1.21278 0.51224 0.61591
C5 2.42071 0.39637 1.40089
C6 3.65448 0.11965 0.78015
N2 4.52970 -0.20955 0.06342
C7 2.36988 0.79569 2.68789
N3 3.56386 0.80335 3.43630
N4 1.20979 1.29273 3.29574
C8 1.19086 1.30167 4.75628
C9 0.04355 1.49644 2.53535
S1 -1.31417 2.13707 3.28273
C10 1.13770 -0.18294 -0.73680
C11 -0.24479 -0.22656 -1.32606
C12 -1.02554 -1.43999 -0.56714
C13 0.09789 -0.54717 -2.76129
H1 -0.60816 2.39069 -2.57864
H2 -2.19687 2.56709 -1.85760
H3 -1.90985 1.31195 -3.04743
H4 -1.34206 2.42645 0.39784
H5 -1.87330 0.80100 0.92306
H6 3.68436 1.65000 4.05474
H7 4.29721 0.60330 2.81714
H8 1.88339 0.68427 5.27645
H9 0.25221 0.93004 5.14346
H10 1.36406 2.26671 5.20158
H11 1.71724 0.52174 -1.31894
H12 1.70410 -1.14305 -0.73442
H13 -0.73637 -1.47086 0.46558
H14 -2.11866 -1.38504 -0.56292
H15 -0.83936 -2.42708 -0.97583
H16 -0.60738 -1.11672 -3.33094
H17 0.22562 0.27789 -3.47438
H18 0.93061 -1.27620 -2.96784

Output
highest occupied orbital energy = -7.984 eV
relative energy (zero: lowest compared OMol25 entry of this formula, charge and spin) = 33.9 kcal per mole
maximum force = 0.0733 Eh/bohr
orbital gap = 7.983 eV

---

(2)
This record from OMol25 describes BeFH16O8 as an isolated structure in a non-equilibrium geometry. The level of theory is ωB97M-V/def2-TZVPD.

Geometry (Å):
Be1 13.49173 1.05095 19.96663
F1 13.37801 -0.29386 19.34519
O1 14.89678 -2.17872 18.25085
H1 14.54773 -1.42615 18.66644
H2 14.64052 -1.91854 17.36746
O2 11.76019 -2.05082 18.48046
H3 11.91418 -2.73592 19.09001
H4 12.32303 -1.27388 18.80513
O3 15.22146 0.53578 17.20653
H5 14.39756 0.50239 16.75060
H6 15.73816 0.07447 16.52561
O4 10.98456 0.86895 18.87426
H7 11.35554 0.74990 17.95894
H8 10.34228 0.20853 19.02426
O5 12.78185 1.33839 21.44036
H9 12.68289 0.52132 21.93784
H10 11.95516 1.85654 21.44783
O6 13.45909 2.49229 18.97638
H11 12.75227 2.77056 18.37484
H12 13.58113 3.27391 19.55917
O7 15.77377 -1.40431 20.82789
H13 16.26314 -1.81638 20.11809
H14 14.98481 -1.94461 20.94512
O8 15.20342 1.16568 20.42843
H15 15.72583 1.67780 19.83371
H16 15.55107 0.27442 20.46093

Output
charge = +1
highest occupied orbital energy = -13.442 eV
relative energy (zero: lowest compared OMol25 entry of this formula, charge and spin) = 0.3 kcal per mole
maximum force = 0.0595 Eh/bohr
orbital gap = 9.552 eV

---

(3)
This record from OMol25 describes a 3-piece molecular cluster, CH6O3 overall in a non-equilibrium geometry. The level of theory is ωB97M-V/def2-TZVPD.

Geometry (Å):
C1 0.93162 1.21969 -1.79661
O1 0.08349 1.20560 -0.92591
H1 0.54948 1.19687 -2.81480
H2 2.01511 1.16325 -1.64735
O2 -3.01254 -3.18327 -2.18684
H3 -3.39246 -2.40206 -1.87262
H4 -2.31889 -3.48319 -1.61311
O3 1.95828 1.52941 4.00235
H5 1.29317 2.02580 4.28921
H6 1.89275 0.72790 4.56568

Output
highest occupied orbital energy = -10.253 eV
relative energy (zero: lowest compared OMol25 entry of this formula, charge and spin) = 15.3 kcal per mole
maximum force = 0.1172 Eh/bohr
orbital gap = 11.084 eV

---

(4)
This record from OMol25 describes one molecule with the formula C31H29ClFN5O3 in a non-equilibrium geometry. The level of theory is ωB97M-V/def2-TZVPD.

Geometry (Å):
C1 -5.72425 -4.95410 -1.56072
C2 -5.87667 -4.31537 -0.18493
O1 -5.42492 -2.97268 -0.15529
C3 -4.08629 -2.71354 -0.11792
C4 -3.08685 -3.64377 -0.01570
C5 -1.73390 -3.25471 0.02778
N1 -0.80973 -4.23396 0.13116
C6 0.44386 -3.89534 0.15001
C7 0.91424 -2.56386 0.08247
C8 2.30452 -2.37952 -0.00828
N2 3.44578 -2.32293 -0.13161
C9 -0.01654 -1.51837 0.01447
N3 0.34778 -0.20844 -0.06028
C10 1.55203 0.35011 0.36652
C11 2.12133 1.40049 -0.34774
C12 3.31805 1.94757 0.06537
C13 3.97026 1.48270 1.20306
O2 5.15550 2.05705 1.57756
C14 6.31100 1.23932 1.37139
C15 6.51604 0.96705 -0.09600
C16 5.88936 -0.11595 -0.70185
C17 6.01450 -0.32670 -2.06431
C18 6.76595 0.53562 -2.84321
C19 7.38121 1.60920 -2.22595
F1 8.11802 2.46133 -2.97386
C20 7.26549 1.84379 -0.86946
C21 3.35718 0.47167 1.94770
Cl1 4.06613 -0.08169 3.42112
C22 2.16216 -0.08794 1.53910
C23 -1.39679 -1.87818 -0.03306
C24 -2.43617 -0.93468 -0.12092
C25 -3.75016 -1.32601 -0.17040
N4 -4.81152 -0.43192 -0.26433
C26 -4.77014 0.92856 -0.40989
O3 -3.73928 1.57247 -0.47016
C27 -6.11225 1.53922 -0.48302
C28 -6.25791 2.85255 -0.63560
C29 -7.55997 3.56952 -0.73946
N5 -7.53063 4.80811 0.01970
C30 -7.40295 4.54926 1.43882
C31 -8.68200 5.63672 -0.26371
H1 -6.13142 -5.96085 -1.54043
H2 -6.26329 -4.37075 -2.30335
H3 -4.67846 -5.00224 -1.85292
H4 -6.93552 -4.24754 0.08091
H5 -5.36376 -4.90623 0.58187
H6 -3.27953 -4.70216 0.03546
H7 1.16165 -4.70308 0.21187
H8 -0.32999 0.43178 -0.44811
H9 1.63393 1.77022 -1.23703
H10 3.78020 2.74560 -0.49406
H11 6.21853 0.29690 1.92268
H12 7.13369 1.82460 1.78642
H13 5.29599 -0.80099 -0.11574
H14 5.52013 -1.17176 -2.51727
H15 6.88006 0.38947 -3.90573
H16 7.75365 2.69910 -0.42857
H17 1.70233 -0.85583 2.14196
H18 -2.23187 0.12253 -0.14343
H19 -5.71571 -0.88449 -0.25058
H20 -6.96817 0.88184 -0.40917
H21 -5.37352 3.47218 -0.70128
H22 -8.39026 2.90680 -0.42945
H23 -7.71607 3.83300 -1.79234
H24 -8.27000 4.00634 1.84926
H25 -7.30530 5.49701 1.96545
H26 -6.50677 3.95682 1.61525
H27 -8.70499 5.87113 -1.32717
H28 -9.63416 5.15500 0.01164
H29 -8.59208 6.56764 0.29357

Output
highest occupied orbital energy = -8.008 eV
relative energy (zero: lowest compared OMol25 entry of this formula, charge and spin) = 0.0 kcal per mole
maximum force = 0.0203 Eh/bohr
orbital gap = 7.915 eV

---

(5)
This record from OMol25 describes C6H9ClS as an isolated structure in a non-equilibrium geometry. The level of theory is ωB97M-V/def2-TZVPD.

Geometry (Å):
C1 -1.72100 1.22144 1.83883
C2 -1.01382 0.86408 0.55929
C3 -1.85446 0.80629 -0.59978
C4 -2.58755 0.76634 -1.55575
C5 1.80257 -1.89262 -0.49941
C6 2.19108 -0.42963 -0.57541
H1 -2.20550 2.19838 1.73212
H2 -2.51282 0.49026 2.03901
H3 -1.01955 1.24407 2.67425
H4 -3.22243 0.72590 -2.41808
H5 0.78775 -2.00836 -0.10708
H6 1.84605 -2.36050 -1.48729
H7 2.49431 -2.42170 0.16443
H8 3.19804 -0.29940 -0.97534
H9 2.14737 0.05077 0.40334
S1 0.58138 0.55926 0.45976
Cl1 1.08860 0.48543 -1.65288

Output
highest occupied orbital energy = -6.290 eV
relative energy (zero: lowest compared OMol25 entry of this formula, charge and spin) = 165.8 kcal per mole
maximum force = 0.2185 Eh/bohr
orbital gap = 5.827 eV

---

(6)
This record from OMol25 describes an isolated ion of composition C2H7N4 and charge +1 in a non-equilibrium geometry. The level of theory is ωB97M-V/def2-TZVPD.

Geometry (Å):
N1 0.85136 -0.08852 -1.30054
C1 0.45175 0.17483 0.20924
C2 -0.98997 0.82182 0.41645
N2 -1.85175 -0.19155 0.91207
N3 -1.17322 -1.21842 1.15511
N4 0.10119 -1.11813 0.72869
H1 1.13307 0.83225 -1.69536
H2 0.12486 -0.52716 -1.73725
H3 1.63684 -0.74803 -1.25717
H4 1.23384 0.80148 0.73778
H5 -0.94421 1.63077 1.25853
H6 -1.32312 1.46134 -0.46778
H7 0.74934 -1.83069 1.04023

Output
charge = +1
highest occupied orbital energy = -14.389 eV
relative energy (zero: lowest compared OMol25 entry of this formula, charge and spin) = 81.4 kcal per mole
maximum force = 0.0985 Eh/bohr
orbital gap = 10.366 eV